No. 1
Below is C48H38GeN4Ta as an isolated structure, with properties calculated with ωB97M-V with the def2-TZVPD basis set.

The geometry in XYZ format:
```
92
Properties=species:S:1:pos:R:3:mulliken_charge:R:1
Ta -0.012 0.197 -0.970 0.4124
C -2.262 -5.610 5.254 -0.4592
C -1.179 -5.810 4.410 -0.8789
C -0.923 -4.929 3.374 -0.3956
C -1.761 -3.832 3.148 0.2776
C -2.842 -3.638 4.017 -0.0724
C -3.086 -4.510 5.063 -0.8671
C -1.541 -2.869 2.072 0.3476
C -0.583 -3.053 1.026 -0.2430
C 0.068 -4.135 0.425 -1.3122
C 1.197 -3.655 -0.208 -1.3301
C 1.290 -2.252 -0.020 0.7114
N 0.154 -1.913 0.723 0.9954
C 2.455 -1.479 -0.385 1.7689
C 2.706 -0.115 -0.215 -0.1600
C 3.926 0.653 -0.279 -1.4926
C 3.615 1.964 -0.070 -1.2588
C 2.184 2.069 0.093 0.1095
C 1.343 3.151 0.321 1.4228
C 1.873 4.532 0.297 -0.2885
C 2.964 4.923 1.071 -0.3165
C 3.481 6.204 0.960 -0.7958
C 2.916 7.111 0.076 -0.4267
C 1.811 6.740 -0.678 -0.8429
C 1.289 5.462 -0.565 -0.2181
C -0.046 2.927 0.575 0.1538
N -0.582 1.708 0.448 0.7315
C -1.881 1.700 0.894 -0.4205
C -2.557 0.498 1.050 0.4204
C -4.025 0.491 1.113 0.3983
C -4.703 1.449 0.345 -0.6300
C -6.083 1.444 0.267 -0.9996
C -6.822 0.488 0.947 -0.3780
C -6.171 -0.467 1.714 -0.8448
C -4.791 -0.458 1.804 -0.0789
C -0.365 -0.606 1.050 0.2392
C -0.133 -0.212 2.520 -0.6008
C -1.121 -0.764 3.230 -1.7668
C -1.936 -1.541 2.214 -0.0096
N -1.835 -0.719 1.000 0.1202
C -2.198 3.048 1.279 -1.2372
C -1.063 3.790 1.118 -1.2623
N 1.682 0.789 -0.033 0.3804
C 3.461 -2.214 -1.217 -0.4615
C 3.093 -2.592 -2.511 0.0258
C 4.007 -3.184 -3.365 -1.1533
C 5.306 -3.418 -2.933 -0.4895
C 5.673 -3.070 -1.644 -0.9338
C 4.759 -2.467 -0.790 0.0098
H -2.464 -6.307 6.056 0.3985
H -0.523 -6.657 4.568 0.4090
H -0.045 -5.075 2.761 0.5385
H -3.506 -2.797 3.861 0.2550
H -3.932 -4.341 5.715 0.4212
H -0.271 -5.157 0.444 0.8025
H 1.926 -4.247 -0.734 0.6728
H 4.913 0.247 -0.425 0.6752
H 4.311 2.785 -0.036 0.7150
H 3.386 4.227 1.786 0.5523
H 4.330 6.492 1.567 0.3903
H 3.328 8.107 -0.019 0.4108
H 1.367 7.445 -1.369 0.3976
H 0.432 5.166 -1.159 0.4759
H -4.136 2.165 -0.235 0.4712
H -6.586 2.175 -0.351 0.4037
H -7.902 0.482 0.878 0.4160
H -6.735 -1.220 2.249 0.4486
H -4.285 -1.182 2.418 0.8332
H 0.710 0.368 2.869 0.6846
H -1.277 -0.773 4.298 0.6517
H -3.137 3.372 1.698 0.7207
H -0.917 4.826 1.382 0.6835
H 2.077 -2.425 -2.854 0.6244
H 3.707 -3.461 -4.367 0.4306
H 6.025 -3.871 -3.602 0.4052
H 6.678 -3.270 -1.297 0.4251
H 5.046 -2.208 0.222 0.5510
C -0.737 2.387 -5.340 -1.1765
Ge -0.308 0.963 -4.058 0.4141
C 1.650 0.600 -3.981 -0.7422
C -1.182 -0.781 -4.432 -1.1768
C -0.858 1.482 -2.259 -0.4124
H -0.649 2.058 -6.374 0.3685
H -0.062 3.227 -5.179 0.3598
H -1.757 2.733 -5.171 0.3704
H 1.987 0.058 -4.864 0.4186
H 1.937 0.001 -3.104 -0.0284
H 2.199 1.540 -3.917 0.3336
H -1.030 -1.093 -5.466 0.3849
H -2.254 -0.709 -4.249 0.3808
H -0.777 -1.563 -3.780 0.3416
H -1.429 2.403 -2.167 0.3995
```

The calculation puts the HOMO energy (spin up / spin down) at -9.4 / -9.4 eV. The value obtained for the frontier orbital gap (spin up / spin down) is 5.3 / 5.3 eV. For the total energy, the calculation gives -114408.649 eV. The value obtained for the molecular weight is 924.42 g mol⁻¹. The lowest unoccupied orbital energy (spin up / spin down) is -4.099 / -4.099 eV. Its net charge is +1.


No. 2
Below is C48H38HoN9O4S as an isolated structure, with properties calculated with ωB97M-V with the def2-TZVPD basis set.

The geometry in XYZ format:
```
101
Properties=species:S:1:pos:R:3:mulliken_spin:R:1
Ho 16.844 10.537 12.925 4.0750
C 11.388 7.059 14.649 -0.0007
O 15.080 6.793 14.674 -0.0001
C 15.680 7.834 14.390 -0.0015
N 15.187 8.887 13.694 -0.0252
C 10.731 7.717 13.667 -0.0004
C 11.056 9.795 12.245 0.0062
C 12.000 10.928 11.825 0.0006
C 11.516 11.913 10.894 0.0019
C 10.187 11.919 10.541 -0.0016
C 9.411 10.734 10.747 0.0010
C 9.816 9.713 11.585 -0.0005
C 17.066 7.927 14.978 0.0017
C 17.724 6.866 15.630 -0.0004
C 19.005 7.082 16.132 0.0001
C 19.640 8.291 15.899 0.0006
C 18.951 9.297 15.088 -0.0052
N 17.713 9.095 14.690 -0.0100
C 19.749 10.509 14.819 0.0046
N 19.356 11.669 14.429 -0.0014
C 20.496 12.639 14.542 0.0011
C 21.712 11.694 14.532 0.0003
O 21.117 10.406 15.088 0.0001
C 20.519 13.735 13.586 0.0029
C 21.714 14.192 13.031 0.0003
C 21.661 15.075 11.888 -0.0006
C 20.494 15.765 11.625 -0.0001
C 19.337 15.357 12.221 0.0008
C 19.358 14.425 13.222 -0.0015
H 10.943 6.401 15.338 -0.0002
H 12.465 7.186 14.752 0.0008
H 9.629 7.847 13.538 0.0001
H 13.107 10.794 11.788 -0.0007
H 12.208 12.692 10.596 -0.0002
H 9.744 12.695 9.974 -0.0002
H 8.469 10.632 10.186 0.0001
H 9.239 8.791 11.571 -0.0001
H 17.109 5.958 15.676 0.0002
H 19.502 6.290 16.712 -0.0002
H 20.568 8.565 16.381 -0.0002
H 20.453 13.124 15.546 0.0003
H 22.568 12.031 15.171 -0.0001
H 22.073 11.394 13.583 -0.0004
H 22.690 13.983 13.451 -0.0001
H 22.565 15.289 11.302 0.0000
H 20.448 16.612 10.952 -0.0001
H 18.401 15.793 11.807 -0.0001
H 18.393 14.213 13.619 -0.0009
S 18.345 16.045 7.691 -0.0001
N 19.243 14.750 8.014 -0.0003
C 18.537 14.003 8.888 -0.0002
C 18.998 12.796 9.540 0.0033
C 19.973 11.938 9.067 0.0007
C 20.195 10.754 9.809 -0.0006
C 19.490 10.501 10.938 0.0022
N 18.450 11.286 11.339 -0.0093
C 18.152 12.403 10.613 -0.0054
C 16.929 13.068 10.990 -0.0086
N 16.229 12.572 12.074 -0.0164
C 15.057 13.182 12.400 -0.0005
C 14.430 14.149 11.613 -0.0008
C 15.070 14.575 10.446 0.0032
C 16.342 14.044 10.139 0.0041
C 17.230 14.588 9.134 -0.0010
N 16.977 15.737 8.501 -0.0003
H 20.470 12.226 8.150 -0.0001
H 21.019 10.061 9.517 -0.0002
H 19.761 9.716 11.652 -0.0016
H 14.631 12.970 13.392 -0.0017
H 13.436 14.457 11.963 -0.0001
H 14.565 15.388 9.857 -0.0001
C 15.665 11.959 17.478 -0.0014
C 14.532 11.211 17.809 0.0027
C 13.934 10.531 16.782 -0.0015
C 14.352 10.670 15.488 0.0061
N 15.609 11.233 15.198 -0.0083
C 16.211 11.891 16.209 -0.0002
C 13.387 10.240 14.436 -0.0150
C 12.150 10.894 14.375 0.0070
C 11.334 10.950 13.171 -0.0018
C 11.572 8.405 12.598 -0.0040
C 13.042 8.287 12.873 -0.0112
C 13.812 9.129 13.638 0.0152
H 16.230 12.459 18.260 -0.0001
H 14.229 11.205 18.833 0.0001
H 13.026 9.899 16.900 -0.0001
H 17.140 12.408 15.982 0.0013
H 11.875 11.585 15.194 -0.0006
H 10.443 11.626 13.215 -0.0019
H 11.415 7.863 11.643 0.0005
H 13.473 7.317 12.638 0.0003
N 17.029 6.913 9.554 0.0002
C 16.262 8.166 9.465 -0.0003
C 16.542 9.042 10.659 0.0048
O 15.873 10.123 10.767 -0.0011
O 17.299 8.608 11.593 -0.0029
H 17.932 7.072 9.118 -0.0001
H 16.569 6.029 9.166 0.0000
H 17.240 6.804 10.557 0.0001
H 15.171 7.975 9.391 0.0000
H 16.566 8.625 8.474 0.0002
```

The calculation puts the HOMO energy (spin up / spin down) at -11.2 / -11.2 eV. The value obtained for the frontier orbital gap (spin up / spin down) is 5.2 / 5.2 eV. For the total energy, the calculation gives -108615.004 eV. As for the multiplicity: 5. The value obtained for the molecular weight is 1001.89 g mol⁻¹. The lowest unoccupied orbital energy (spin up / spin down) is -6.012 / -6.009 eV. Its net charge is +2.


The lowest net charge belongs to which entry? C48H38GeN4Ta


The lowest net charge belongs to which entry? C48H38GeN4Ta


Which value of molecular weight does entry 1 give? 924.42 g mol⁻¹


What is the formula in the first record? C48H38GeN4Ta